## a
Formula: C2H12N2O3
Source: the OMol25 dataset
Level of theory: wB97M-V/def2-TZVPD

- HOMO: -8.877 eV
- Charge: 0
- Orbital gap: 0.136 Eh

Cartesian coordinates (Å):
H  0.401  -0.271  1.268
H  2.629  0.901  0.029
O  -2.478  0.931  -0.737
N  2.228  0.106  -0.451
H  2.767  -1.068  1.276
C  -0.182  -1.401  -0.411
H  0.434  -0.887  -1.075
H  -0.831  1.332  -0.749
N  0.623  -1.129  0.834
H  -0.220  -2.515  -0.543
H  -3.360  1.266  -0.727
H  -2.344  1.995  1.426
H  0.869  0.963  -0.820
H  -2.087  0.885  0.396
H  2.304  -1.943  -0.184
O  0.053  1.510  -1.110
C  2.073  -1.050  0.368
H  -1.155  -0.869  -0.315
O  -1.725  1.241  1.525



## b
Formula: C2H12N2O3
Source: the OMol25 dataset
Level of theory: wB97M-V/def2-TZVPD

- HOMO: -9.307 eV
- SMILES: [H]/N=C\NC.O.O.O
- Charge: 0
- Orbital gap: 0.367 Eh

Cartesian coordinates (Å):
H  -2.987  0.232  0.459
N  -1.370  -1.309  0.740
H  0.115  -0.886  -0.686
C  2.340  -1.093  0.310
C  -0.103  -1.256  0.280
O  -0.746  1.816  -0.852
H  3.185  -0.798  0.886
H  1.366  1.977  -1.460
H  1.126  -1.525  1.939
H  2.077  -0.194  -0.269
H  -3.552  1.176  1.451
H  0.674  0.772  -2.024
N  1.100  -1.659  0.937
H  2.541  -1.826  -0.528
O  1.457  1.315  -2.185
H  -1.357  2.278  -1.373
O  -2.964  1.283  0.706
H  -1.375  1.525  -0.068
H  -1.526  -1.827  1.737



Result of the stability comparison: b is the most stable of them.



## a
Formula: C2H6N3O
Source: the OMol25 dataset
Level of theory: wB97M-V/def2-TZVPD

- HOMO: -15.309 eV
- SMILES: NC(=O)N1C[NH2+]1
- Charge: +1
- Orbital gap: 0.432 Eh

Cartesian coordinates (Å):
N  -1.114  -0.869  -0.504
C  -1.156  0.314  0.450
H  -1.666  -1.002  -1.389
H  1.549  1.553  -0.069
O  1.323  -1.470  0.235
H  3.077  0.539  -0.183
N  -0.131  0.118  -0.510
H  -1.101  0.030  1.466
N  2.084  0.665  -0.163
H  -0.872  -1.847  -0.081
C  1.259  -0.370  -0.070
H  -1.973  1.185  0.331



## b
Formula: C2H6N3O
Source: the OMol25 dataset
Level of theory: wB97M-V/def2-TZVPD

- HOMO: -15.228 eV
- Charge: +1
- Orbital gap: 0.427 Eh

Cartesian coordinates (Å):
H  -1.116  -2.067  0.429
C  2.337  0.442  -0.032
N  -0.920  -1.073  0.185
O  1.396  1.070  0.207
C  -1.874  -0.180  0.067
N  3.181  -0.359  -0.213
H  0.027  -0.771  0.048
H  3.997  -0.867  -0.456
H  -0.502  1.249  -0.177
H  -2.956  -0.430  0.166
H  -2.045  1.905  -0.142
N  -1.524  1.081  -0.082



Result of the stability comparison: b is the most stable of them.



## a
Formula: C2H2FOP
Source: the OMol25 dataset
Level of theory: wB97M-V/def2-TZVPD

- HOMO: -8.305 eV
- SMILES: O=C1CP1F
- Charge: 0
- Orbital gap: 0.282 Eh

Cartesian coordinates (Å):
C  0.865  0.252  0.082
P  -0.853  0.805  0.620
C  -0.618  -0.878  0.015
O  -0.713  -2.029  -0.208
H  1.323  -0.049  0.959
H  1.517  0.500  -0.683
F  -1.522  1.401  -0.785



## b
Formula: C2H2FOP
Source: the OMol25 dataset
Level of theory: wB97M-V/def2-TZVPD

- HOMO (alpha / beta): -8.744 / -8.746 eV
- Charge: 0
- Orbital gap (alpha / beta): 0.271 / 0.271 Eh

Cartesian coordinates (Å):
C  -1.689  -0.629  0.115
H  0.279  0.217  0.013
H  -1.185  1.251  0.373
P  3.366  0.600  0.232
C  -0.825  0.323  0.125
F  2.571  -0.352  -0.773
O  -2.518  -1.409  -0.083



## c
Formula: C2H2FOP
Source: the OMol25 dataset
Level of theory: wB97M-V/def2-TZVPD

- HOMO (alpha / beta): -8.607 / -8.518 eV
- Charge: 0
- Orbital gap (alpha / beta): 0.270 / 0.267 Eh

Cartesian coordinates (Å):
H  0.396  1.750  -0.450
P  2.045  -1.313  1.598
O  -0.901  -0.456  -2.249
H  -1.061  1.047  0.609
F  0.925  -2.360  2.172
C  -0.823  0.280  -1.365
C  -0.581  1.051  -0.315



Result of the stability comparison: a is the most stable of them.



## a
Formula: C4H7FOS2
Source: the OMol25 dataset
Level of theory: wB97M-V/def2-TZVPD

- HOMO: -8.980 eV
- SMILES: O[C@H](C=S)[C@@H](F)CS
- Charge: 0
- Orbital gap: 0.310 Eh

Cartesian coordinates (Å):
H  1.626  0.294  -1.168
H  -2.231  -0.410  0.095
C  -0.497  -0.214  1.046
S  1.741  1.165  2.050
H  1.033  -1.107  -1.999
F  -0.751  -1.899  -0.505
H  -0.465  -0.852  1.957
C  0.260  1.080  1.442
O  -1.770  0.237  0.631
H  -0.359  1.929  1.404
C  0.735  -0.318  -1.351
H  -0.097  1.955  -1.728
S  -0.545  0.712  -2.098
H  1.087  -1.565  0.266
C  0.233  -1.007  -0.041



## b
Formula: C4H7FOS2
Source: the OMol25 dataset
Level of theory: wB97M-V/def2-TZVPD

- HOMO: -8.673 eV
- Charge: 0
- Orbital gap: 0.301 Eh

Cartesian coordinates (Å):
C  2.092  1.520  -0.035
H  -2.359  0.077  0.651
S  0.824  0.915  -1.063
C  -1.793  0.521  -0.235
H  -0.088  1.299  1.010
H  1.152  -2.110  -0.513
H  2.002  1.578  1.183
S  3.634  1.495  -0.650
C  -0.002  -1.856  0.175
H  -1.762  -0.199  -1.168
H  -1.047  -1.890  -0.907
O  0.254  -0.596  0.960
H  -0.344  -2.794  1.105
C  -0.231  0.477  0.268
F  -2.334  1.562  -0.780



Result of the stability comparison: a is the most stable of them.



## a
Formula: C3H12NO3S
Source: the OMol25 dataset
Level of theory: wB97M-V/def2-TZVPD

- HOMO: -3.587 eV
- Charge: -1
- Orbital gap: 0.253 Eh

Cartesian coordinates (Å):
C  -0.853  0.157  -1.416
H  -2.140  -1.446  -2.255
H  -1.356  -1.802  -0.779
O  -0.508  1.905  2.877
O  1.770  0.018  -0.536
H  -0.213  1.832  -0.153
H  0.502  -0.904  0.698
H  0.126  1.755  3.535
H  0.043  -0.271  -1.966
H  -2.762  0.216  0.720
S  -3.250  -0.573  -0.152
C  0.828  0.087  0.400
H  -0.131  1.656  2.019
H  3.378  -0.504  -0.146
H  -1.275  0.949  -2.121
H  1.335  0.476  1.331
C  -1.879  -0.975  -1.269
N  -0.369  0.787  -0.174
O  3.762  -1.504  -0.156
H  2.993  -1.858  -0.456



## b
Formula: C3H12NO3S
Source: the OMol25 dataset
Level of theory: wB97M-V/def2-TZVPD

- HOMO: -4.525 eV
- Charge: -1
- Orbital gap: 0.291 Eh

Cartesian coordinates (Å):
S  2.799  0.448  -1.252
H  -1.428  2.658  -0.927
O  -1.692  -1.379  -0.206
H  -2.446  1.362  0.506
H  0.183  0.094  -0.440
H  -0.276  -2.599  0.775
H  -0.123  0.436  1.512
C  2.044  -1.013  -0.378
H  0.150  -1.050  2.077
H  2.685  -1.213  0.475
H  -1.707  -0.484  0.205
N  0.574  -0.325  1.513
C  0.613  -0.745  0.121
C  -0.387  -1.892  -0.060
O  -1.326  3.534  -1.344
H  -1.866  4.058  -0.748
H  2.008  -1.811  -1.121
O  -1.595  1.103  0.858
H  1.982  1.296  -0.590
H  -0.192  -2.479  -0.976



Result of the stability comparison: b is the most stable of them.



## a
Formula: C4H8LiO3
Source: the OMol25 dataset
Level of theory: wB97M-V/def2-TZVPD

- Spin multiplicity: 2
- HOMO (alpha / beta): -6.240 / -9.260 eV
- Charge: 0
- Orbital gap (alpha / beta): 0.206 / 0.311 Eh
- <S²>: 0.753

Cartesian coordinates (Å):
H  -1.702  -2.979  -0.510
C  -0.065  1.634  0.797
C  -0.743  -2.862  -1.048
H  0.884  3.559  0.623
H  1.962  2.244  1.181
O  -0.734  -1.224  1.446
O  -0.314  -1.532  -0.998
H  -0.026  -3.556  -0.579
C  1.139  2.498  0.500
H  -0.149  1.379  1.864
O  0.093  0.411  0.088
H  -0.992  2.120  0.455
H  -0.916  -3.149  -2.095
C  -0.806  -0.646  0.357
Li  0.881  -0.229  -1.551
H  1.488  2.333  -0.530



## b
Formula: C4H8LiO3
Source: the OMol25 dataset
Level of theory: wB97M-V/def2-TZVPD

- Spin multiplicity: 2
- HOMO (alpha / beta): -7.445 / -7.440 eV
- Charge: 0
- Orbital gap (alpha / beta): 0.271 / 0.228 Eh
- <S²>: 0.753

Cartesian coordinates (Å):
O  -0.584  2.775  0.668
H  0.119  -2.216  1.456
O  2.796  1.204  0.192
C  -0.432  -1.962  0.542
C  -0.010  4.018  0.653
H  0.850  4.084  -0.057
H  -0.867  -2.882  0.127
H  0.393  4.341  1.640
H  -0.721  4.818  0.341
C  2.173  0.337  -0.322
C  0.477  -1.352  -0.495
Li  -0.568  1.078  0.788
O  0.969  -0.071  0.020
H  1.352  -1.975  -0.711
H  -1.257  -1.277  0.788
H  -0.060  -1.126  -1.424



Result of the stability comparison: a is the most stable of them.